(1)
Molecular formula: C2H16NO5
Method: DFT, ωB97M-V/def2-TZVPD

```
24
Properties=species:S:1:pos:R:3:lowdin_charge:R:1
H -2.886 -0.755 -0.771 0.040
H 2.396 -1.897 0.782 0.072
O -2.290 -0.861 -0.059 -0.035
H 0.109 3.405 1.769 0.058
O -0.287 2.597 1.425 -0.065
O -2.681 1.979 0.171 -0.043
H 1.817 0.149 -1.835 0.028
H -0.531 0.099 0.541 0.104
H 1.120 0.011 0.028 0.090
H -2.448 -1.738 0.335 0.080
H 0.739 -1.201 -3.847 0.080
C 1.529 -2.198 1.350 0.073
H 0.585 0.612 1.490 0.129
H 3.053 0.006 -0.903 0.078
O 2.250 0.535 -1.032 -0.048
H 1.522 0.059 -4.003 0.066
C 0.494 -1.410 1.556 -0.130
H 1.591 -3.166 1.822 0.077
H -3.391 2.139 -0.413 0.034
O 1.377 -0.643 -3.366 -0.042
H -0.383 -1.513 2.172 0.120
H -1.241 2.755 1.272 0.024
N 0.428 -0.135 0.812 0.155
H -2.875 1.172 0.703 0.056
```

Calculated values
Total charge = +1
HOMO-LUMO gap = 11.706 eV
HOMO = -0.532 Ha
Spin multiplicity = 1

=====

(2)
Molecular formula: C2H16NO5
Method: DFT, ωB97M-V/def2-TZVPD

```
24
Properties=species:S:1:pos:R:3:lowdin_charge:R:1
H -0.302 -0.369 1.761 0.150
H 1.023 0.702 2.866 0.110
H 2.282 -1.881 1.299 0.156
O -0.658 -2.160 -1.007 -0.052
H -2.083 3.475 0.399 0.052
H 2.206 1.611 -2.135 0.077
H 0.273 -0.788 0.149 0.165
O -2.404 2.594 0.266 -0.026
H -3.266 2.876 -0.004 0.056
O 1.382 1.079 -2.087 -0.061
C 1.899 0.002 2.523 0.071
O -1.936 0.638 1.880 -0.055
N 0.228 -1.127 1.163 0.149
H -1.673 1.596 1.748 0.069
C 1.588 -1.050 1.708 -0.127
H -2.618 0.449 1.304 0.004
H 2.836 0.419 2.684 0.042
H 0.884 1.876 -1.815 0.064
H -1.284 -2.761 -1.285 0.016
H 0.290 -1.680 -4.058 0.146
H 0.752 -0.349 -3.322 -0.043
O 0.768 -1.253 -3.232 -0.065
H -0.166 -1.927 0.964 0.048
H -0.019 -1.971 -1.770 0.052
```

Calculated values
Total charge = +1
HOMO-LUMO gap = 11.387 eV
HOMO = -0.523 Ha
Spin multiplicity = 1

=====

(3)
Molecular formula: C2H16O5
Method: DFT, ωB97M-V/def2-TZVPD

```
23
Properties=species:S:1:pos:R:3:lowdin_charge:R:1
O 1.557 0.048 -3.360 -0.046
H -0.409 2.080 3.974 0.053
O -0.847 -1.631 -2.585 -0.046
H -2.855 0.687 3.127 0.051
H 0.634 1.645 -2.586 -0.015
H 1.872 -0.782 0.810 0.024
H 0.982 2.874 -1.802 0.028
H -0.341 -1.997 -3.307 0.019
H -0.604 2.143 2.250 0.058
H -0.996 -2.248 -1.875 0.030
H -0.597 0.577 3.167 0.046
H -0.853 -3.660 3.020 0.035
H 1.954 -0.008 -0.445 0.010
C -0.922 1.613 3.141 -0.159
O -0.365 -3.065 2.447 -0.045
C -2.445 1.652 3.431 -0.157
H -0.935 -2.326 2.299 0.008
H 1.302 0.518 -4.155 0.052
H -2.635 1.713 4.489 0.054
O 2.438 -0.665 0.046 -0.043
O 0.308 2.536 -2.391 -0.059
H 1.749 -0.878 -3.500 0.043
H -2.942 2.400 2.820 0.060
```

Calculated values
SMILES = CC.O.O.O.O.O
HOMO-LUMO gap = 11.461 eV
HOMO = -0.411 Ha
Spin multiplicity = 1

=====

(4)
Molecular formula: C2H16O7
Method: DFT, ωB97M-V/def2-TZVPD

```
25
Properties=species:S:1:pos:R:3:lowdin_charge:R:1
O 0.842 0.382 -0.501 -0.117
H 1.583 -0.583 0.143 -0.079
H -0.924 -1.814 2.615 0.130
O 1.692 2.155 0.635 0.052
H 1.508 2.457 1.525 0.096
H -0.821 0.289 0.937 0.099
H -1.357 -3.296 -0.252 0.093
H -1.890 1.227 -0.258 0.106
O -2.005 -2.589 -0.298 -0.038
C -1.114 -0.749 1.095 -0.226
C -1.240 -1.418 -0.280 -0.249
O 1.594 -1.415 0.618 -0.090
H 1.119 1.213 -0.115 -0.067
H -0.238 -1.734 -0.569 0.120
H -1.505 -0.794 -1.133 0.119
H 0.938 -1.306 1.307 -0.069
H 2.582 2.459 0.458 0.099
H 0.894 1.114 -1.719 -0.072
O -0.320 -1.518 1.930 -0.034
O -1.128 1.164 -0.834 0.005
O 1.297 1.872 -2.143 -0.067
H -1.438 1.491 -1.678 0.125
H 2.146 1.553 -2.447 0.039
H -0.111 0.454 -0.566 -0.113
H -2.102 -0.616 1.534 0.133
```

Calculated values
HOMO-LUMO gap = 8.705 eV
HOMO = -0.318 Ha
Spin multiplicity = 1

=====

(5)
Molecular formula: C2H18B3O5PtS
Method: DFT, ωB97M-V/def2-TZVPD

```
30
Properties=species:S:1:pos:R:3:lowdin_charge:R:1
O 1.512 3.230 0.555 -0.445
H 1.617 -3.960 0.368 0.051
H 1.393 0.987 -2.439 -0.049
H 1.823 -2.577 -0.645 0.066
H -0.601 2.270 -1.310 -0.052
B -1.619 1.911 -1.319 -0.532
H 0.661 -0.346 -1.609 -0.090
Pt -0.420 0.292 -0.125 1.113
H -1.098 -1.497 -0.595 -0.088
O 0.409 3.580 2.696 -0.428
H 0.336 -2.442 2.052 0.104
H 0.206 -3.108 -0.314 0.054
O -0.824 3.820 0.600 -0.428
H 1.265 1.027 -0.701 -0.074
O -0.096 1.746 1.358 -0.508
O 0.828 -0.729 1.338 -0.200
H -2.800 -1.594 -0.810 -0.054
H 2.131 -2.263 1.876 0.095
H -2.230 2.525 -1.963 -0.051
B 1.454 0.383 -1.547 -0.502
B -2.038 -1.337 -0.090 -0.525
H -2.254 -0.346 0.279 -0.058
H -2.007 1.948 -0.313 -0.061
H -2.056 -2.045 0.724 -0.065
H -1.672 0.882 -1.639 -0.064
S 0.249 3.148 1.345 0.122
C 1.188 -2.984 0.141 -0.091
H 2.435 -0.064 -1.506 -0.067
H 1.049 -0.332 2.184 0.102
C 1.156 -2.120 1.409 -0.273
```

Calculated values
Total charge = -3
HOMO-LUMO gap (spin up / spin down) = 3.886 / 3.927 eV
HOMO (spin up / spin down) = 0.113 / 0.110 Ha
Spin multiplicity = 3

=====

Respective energy above the lowest of the compared OMol25 structures with the same formula, charge and spin values: 46.82; 237.84; 91.04; 493.22; 395.07 kJ/mol.